{
  "formula": "C4H4NO4",
  "method": "wB97M-V/def2-TZVPD",
  "elements": ["C", "C", "C", "C", "N", "O", "O", "O", "O", "H", "H", "H", "H"],
  "coordinates": [[0.01219, -0.91924, -1.05584], [1.52487, -0.16599, 0.76931], [-0.61906, 1.27072, -0.97054], [-0.83135, -0.29452, 1.16237], [0.19633, -0.26274, 0.14700], [-0.73214, -0.29208, -1.82363], [1.67689, -0.34977, 1.89440], [0.27273, 1.95054, -1.32282], [-1.96634, -0.21417, 0.78401], [0.33725, -1.94233, -1.20437], [2.31337, 0.04575, -0.00283], [-1.66919, 1.51819, -0.61630], [-0.51555, -0.34437, 2.23924]],
  "forces_ev_per_a": [[-2.164, 0.746, -0.457], [1.061, -0.151, -3.844], [0.928, 4.321, -2.141], [-2.492, -0.186, 0.180], [1.549, -0.444, 2.028], [1.119, -0.860, 0.527], [0.529, -0.104, 2.980], [-2.277, -2.019, 0.913], [0.507, -0.252, 0.723], [0.323, -0.088, -0.402], [-0.401, 0.032, 0.646], [1.165, -1.042, -0.035], [0.153, 0.049, -1.118]],
  "multiplicity": 1,
  "relative_energy_kcal_mol": 25.0,
  "gap_ev": 9.52,
  "total_charge": 1,
  "e_lumo_ev": -6.365
}